A cluster of 14 separate species, C49H98O21 in total in a non-equilibrium geometry, computed with ωB97M-V/def2-TZVPD.

Atoms and positions in Å:
O 22.52 15.53 13.36
C 22.38 16.52 14.09
O 21.26 17.27 13.95
C 20.20 16.89 13.03
C 19.27 15.88 13.71
C 23.41 16.92 15.12
H 20.64 16.49 12.11
H 19.66 17.86 12.85
H 18.78 16.32 14.56
H 19.86 14.93 13.88
H 18.60 15.63 12.91
H 23.07 17.78 15.69
H 24.26 17.26 14.54
H 23.57 16.02 15.73
O 22.25 12.01 14.94
C 22.87 12.96 15.37
O 22.38 13.86 16.18
C 20.96 13.78 16.66
C 20.75 14.80 17.78
C 24.28 13.30 14.94
H 20.76 12.77 16.99
H 20.34 13.99 15.79
H 19.69 14.79 18.05
H 20.93 15.82 17.51
H 21.27 14.52 18.70
H 24.12 13.82 14.00
H 24.89 12.44 14.82
H 24.83 14.02 15.56
O 12.10 13.47 16.60
C 12.25 14.57 16.10
O 11.49 15.65 16.44
C 10.43 15.49 17.45
C 9.82 16.83 17.83
C 13.30 14.91 15.13
H 10.81 14.97 18.34
H 9.73 14.87 16.91
H 8.82 16.65 18.30
H 9.61 17.39 16.91
H 10.50 17.35 18.47
H 13.31 14.13 14.36
H 14.25 15.01 15.69
H 13.05 15.85 14.65
O 13.69 10.53 12.51
C 12.86 11.33 12.88
O 12.83 12.58 12.44
C 13.87 12.95 11.50
C 14.07 14.42 11.47
C 11.70 11.00 13.79
H 13.55 12.55 10.51
H 14.75 12.44 11.89
H 14.72 14.56 10.61
H 14.62 14.75 12.36
H 13.20 15.03 11.25
H 11.99 10.13 14.36
H 10.77 10.88 13.25
H 11.56 11.79 14.54
O 20.84 8.49 11.57
C 19.78 9.07 11.57
O 19.67 10.43 11.66
C 20.75 11.26 12.03
C 20.25 12.64 12.32
C 18.45 8.35 11.51
H 21.44 11.27 11.20
H 21.18 10.73 12.90
H 21.09 13.22 12.74
H 19.56 12.47 13.12
H 19.79 13.12 11.41
H 17.84 8.68 10.67
H 17.91 8.67 12.40
H 18.68 7.30 11.51
O 17.03 16.74 16.05
C 15.98 16.90 15.44
O 14.87 17.35 16.05
C 14.91 17.56 17.43
C 13.57 18.13 17.93
C 15.83 16.70 13.97
H 15.59 18.35 17.71
H 15.21 16.64 17.95
H 12.72 17.41 17.80
H 13.43 19.07 17.39
H 13.76 18.34 19.02
H 14.88 17.09 13.55
H 15.91 15.61 13.77
H 16.72 17.13 13.51
O 18.78 9.88 19.43
C 18.91 10.97 18.91
O 19.13 11.11 17.61
C 19.10 9.91 16.84
C 19.43 10.35 15.42
C 18.90 12.29 19.67
H 18.06 9.56 16.99
H 19.81 9.18 17.23
H 19.34 9.50 14.72
H 20.48 10.68 15.30
H 18.72 11.10 15.14
H 18.45 12.07 20.65
H 18.29 13.06 19.22
H 19.91 12.70 19.74
C 14.48 7.74 11.94
C 14.29 8.12 13.36
O 13.30 7.82 13.96
C 15.50 8.75 14.07
H 14.86 8.60 11.35
H 13.62 7.37 11.42
H 15.31 7.01 11.90
H 15.25 9.15 15.08
H 15.89 9.60 13.49
H 16.30 8.01 14.25
C 15.13 12.32 19.84
C 14.31 13.48 19.32
O 14.74 14.19 18.45
C 12.99 13.69 19.88
H 15.97 12.13 19.21
H 14.49 11.44 20.03
H 15.55 12.64 20.84
H 12.91 13.54 20.95
H 12.34 12.96 19.37
H 12.59 14.69 19.65
C 12.46 10.45 17.94
C 11.95 9.09 18.40
O 11.49 8.94 19.52
C 12.20 7.92 17.51
H 11.77 11.22 18.30
H 12.53 10.45 16.87
H 13.47 10.66 18.31
H 11.76 8.06 16.51
H 11.77 7.05 17.98
H 13.28 7.77 17.36
C 15.87 16.28 21.16
C 17.19 15.64 20.82
O 17.41 14.44 21.02
C 18.23 16.64 20.27
H 15.32 16.45 20.23
H 16.08 17.28 21.55
H 15.28 15.75 21.91
H 18.34 17.46 20.96
H 17.92 17.01 19.26
H 19.17 16.11 20.13
C 15.28 10.13 8.67
C 16.74 10.26 8.87
O 17.55 9.45 8.49
C 17.14 11.41 9.72
H 14.85 10.29 9.65
H 15.07 9.12 8.34
H 14.90 10.88 7.95
H 16.71 12.36 9.29
H 18.24 11.48 9.76
H 16.69 11.38 10.71
C 17.07 13.58 15.96
C 16.01 12.97 15.14
O 15.89 13.37 14.01
C 15.08 12.01 15.73
H 17.80 12.86 16.25
H 16.65 13.89 16.92
H 17.49 14.41 15.44
H 14.58 11.40 14.97
H 14.30 12.58 16.28
H 15.55 11.33 16.47
C 15.75 8.51 20.11
C 15.97 8.56 18.61
O 15.69 9.53 17.95
C 16.63 7.43 17.83
H 16.06 7.55 20.60
H 14.67 8.62 20.33
H 16.34 9.35 20.53
H 16.38 6.47 18.23
H 17.73 7.62 17.87
H 16.27 7.61 16.81

Spin multiplicity = 1
Net charge = 0
F_max = 3.37 eV/A
HOMO level = -9.301 eV
Kohn-Sham gap = 9.691 eV